Arrangement a

Here is an isolated molecule of C21H26N2O4S from the Open Molecules 2025 dataset. Energies are from ωB97M-V/def2-TZVPD.

Summary:
LUMO   0.42 eV
Structure (SMILES)   C[C@H](C(=O)NC1CCCC1)N(c1ccc(Oc2ccccc2)cc1)S(C)(=O)=O
Gap between HOMO and LUMO   0.3182 Eh
E_HOMO   -8.2 eV

```
54
Properties=species:S:1:pos:R:3:lowdin_charge:R:1
C -0.93 1.48 2.81 -0.02
C -1.73 1.18 1.55 -0.27
C -2.45 -0.19 1.65 -0.47
O -2.37 -0.91 2.63 0.06
N -3.17 -0.46 0.56 0.11
C -3.88 -1.70 0.33 -0.28
C -3.30 -2.44 -0.89 -0.12
C -4.36 -2.35 -2.00 -0.19
C -5.30 -1.23 -1.55 -0.19
C -5.34 -1.41 -0.04 -0.14
N -0.91 1.26 0.35 -0.15
C 0.32 0.57 0.24 -0.25
C 0.50 -0.70 0.79 0.01
C 1.71 -1.34 0.68 0.02
C 2.77 -0.74 -0.01 -0.26
O 3.92 -1.47 -0.15 0.04
C 5.14 -0.84 -0.18 -0.26
C 5.42 0.31 0.54 -0.03
C 6.69 0.85 0.50 -0.08
C 7.69 0.25 -0.25 -0.10
C 7.41 -0.91 -0.95 -0.08
C 6.14 -1.46 -0.93 0.00
C 2.58 0.51 -0.58 0.00
C 1.38 1.16 -0.44 -0.01
S -1.51 2.12 -0.92 0.63
C -1.12 3.85 -0.54 -0.10
O -0.85 1.74 -2.13 -0.27
O -2.95 2.00 -0.89 -0.31
H -0.45 2.45 2.73 0.08
H -1.60 1.47 3.67 0.09
H -0.17 0.72 2.97 0.08
H -2.51 1.93 1.41 0.14
H -3.23 0.24 -0.17 0.10
H -3.79 -2.28 1.25 0.14
H -2.37 -1.95 -1.20 0.11
H -3.06 -3.47 -0.65 0.11
H -4.92 -3.29 -2.05 0.11
H -3.92 -2.16 -2.97 0.11
H -6.28 -1.30 -2.01 0.11
H -4.86 -0.26 -1.80 0.10
H -5.72 -0.53 0.49 0.11
H -5.96 -2.27 0.22 0.12
H -0.31 -1.18 1.32 0.11
H 1.85 -2.32 1.10 0.12
H 4.65 0.77 1.14 0.12
H 6.91 1.74 1.07 0.10
H 8.68 0.67 -0.27 0.10
H 8.18 -1.39 -1.53 0.10
H 5.91 -2.36 -1.47 0.12
H 3.39 0.97 -1.13 0.13
H 1.25 2.13 -0.90 0.10
H -1.62 4.10 0.39 0.06
H -0.05 3.96 -0.45 0.06
H -1.50 4.45 -1.35 0.07
```


Arrangement b

Here is an isolated molecule of C21H26N2O4S from the Open Molecules 2025 dataset. Energies are from ωB97M-V/def2-TZVPD.

Summary:
LUMO   0.53 eV
Structure (SMILES)   Cc1ccc(S(=O)(=O)N[C@@H](CC(=O)NC[C@@H]2CCCO2)c2ccccc2)cc1
Gap between HOMO and LUMO   0.3512 Eh
E_HOMO   -9.0 eV

```
54
Properties=species:S:1:pos:R:3:lowdin_charge:R:1
C -6.09 -1.05 -1.51 -0.04
C -4.73 -1.22 -0.90 -0.27
C -3.62 -1.48 -1.69 -0.03
C -2.37 -1.60 -1.13 -0.06
C -2.22 -1.47 0.23 -0.28
S -0.60 -1.63 0.98 0.67
O -0.70 -2.51 2.10 -0.28
O 0.33 -1.96 -0.06 -0.30
N -0.18 -0.17 1.64 -0.07
C -0.16 1.10 0.93 -0.28
C 0.83 1.03 -0.24 -0.06
C 2.24 0.90 0.31 -0.49
O 2.91 1.87 0.60 0.05
N 2.64 -0.37 0.50 0.09
C 3.98 -0.69 0.92 -0.11
C 4.83 -1.16 -0.28 -0.33
C 6.33 -1.14 0.06 -0.13
C 6.73 0.30 -0.27 -0.14
C 5.57 0.81 -1.16 -0.18
O 4.71 -0.29 -1.38 -0.10
C -1.57 1.52 0.54 -0.19
C -2.04 1.51 -0.76 -0.04
C -3.34 1.87 -1.04 -0.07
C -4.20 2.25 -0.02 -0.09
C -3.74 2.27 1.29 -0.08
C -2.43 1.91 1.56 -0.05
C -3.31 -1.23 1.05 -0.05
C -4.56 -1.10 0.48 -0.03
H -6.12 -1.44 -2.52 0.08
H -6.85 -1.55 -0.91 0.08
H -6.35 0.01 -1.54 0.08
H -3.74 -1.58 -2.76 0.12
H -1.49 -1.80 -1.73 0.12
H -0.57 -0.12 2.57 0.11
H 0.23 1.84 1.64 0.16
H 0.77 1.96 -0.80 0.14
H 0.60 0.19 -0.89 0.11
H 2.03 -1.12 0.21 0.10
H 4.41 0.22 1.34 0.13
H 3.95 -1.48 1.67 0.13
H 4.47 -2.14 -0.62 0.15
H 6.86 -1.85 -0.57 0.11
H 6.51 -1.40 1.11 0.11
H 6.81 0.90 0.63 0.11
H 7.68 0.34 -0.79 0.10
H 5.91 1.16 -2.13 0.12
H 5.02 1.62 -0.66 0.10
H -1.39 1.22 -1.57 0.11
H -3.69 1.86 -2.06 0.11
H -5.22 2.53 -0.24 0.10
H -4.40 2.57 2.09 0.11
H -2.07 1.94 2.58 0.12
H -3.17 -1.16 2.12 0.12
H -5.42 -0.92 1.10 0.12
```


Arrangement c

Here is an isolated molecule of C21H26N2O4S from the Open Molecules 2025 dataset. Energies are from ωB97M-V/def2-TZVPD.

Summary:
LUMO   0.75 eV
Structure (SMILES)   COc1ccc(N(CC(=O)N2CCCCCC2)S(=O)(=O)c2ccccc2)cc1
Gap between HOMO and LUMO   0.3260 Eh
E_HOMO   -8.1 eV

```
54
Properties=species:S:1:pos:R:3:lowdin_charge:R:1
C -0.55 -5.38 -4.26 -0.09
O 0.70 -5.09 -3.70 -0.09
C 0.84 -3.96 -2.96 -0.28
C -0.17 -3.04 -2.70 -0.01
C 0.08 -1.93 -1.92 -0.01
C 1.34 -1.69 -1.40 -0.28
N 1.64 -0.55 -0.63 -0.16
C 0.99 0.71 -0.88 -0.08
C -0.24 0.95 0.00 -0.44
O -1.17 0.16 -0.05 0.04
N -0.27 2.03 0.80 -0.05
C 0.77 3.03 0.94 -0.15
C 0.64 4.12 -0.12 -0.16
C -0.30 5.27 0.28 -0.20
C -1.46 4.90 1.21 -0.21
C -2.18 3.60 0.87 -0.16
C -1.52 2.35 1.46 -0.15
S 2.14 -0.77 0.96 0.71
O 3.10 -1.83 1.00 -0.26
O 2.54 0.52 1.43 -0.28
C 0.67 -1.30 1.85 -0.27
C 0.10 -2.51 1.52 -0.05
C -1.07 -2.89 2.16 -0.06
C -1.63 -2.07 3.12 -0.07
C -1.03 -0.87 3.45 -0.07
C 0.13 -0.47 2.81 -0.07
C 2.36 -2.60 -1.67 -0.01
C 2.11 -3.73 -2.43 0.01
H -0.87 -4.59 -4.96 0.09
H -0.43 -6.31 -4.81 0.09
H -1.32 -5.51 -3.49 0.09
H -1.17 -3.19 -3.09 0.10
H -0.73 -1.25 -1.70 0.10
H 0.65 0.71 -1.92 0.15
H 1.75 1.49 -0.76 0.11
H 0.69 3.46 1.94 0.13
H 1.75 2.53 0.90 0.09
H 0.29 3.66 -1.04 0.11
H 1.63 4.54 -0.33 0.11
H 0.28 6.05 0.78 0.11
H -0.70 5.71 -0.63 0.11
H -1.10 4.84 2.24 0.10
H -2.17 5.73 1.18 0.11
H -2.27 3.49 -0.21 0.12
H -3.20 3.65 1.27 0.11
H -2.18 1.49 1.33 0.12
H -1.34 2.50 2.53 0.13
H 0.57 -3.13 0.77 0.12
H -1.53 -3.83 1.91 0.11
H -2.55 -2.37 3.61 0.10
H -1.48 -0.23 4.20 0.11
H 0.63 0.46 3.04 0.11
H 3.34 -2.43 -1.26 0.11
H 2.89 -4.44 -2.63 0.12
```


Which structure loses on stability? arrangement c does.


Arrangement a

Here is C42H52AsN3ReSi3 as an isolated structure from the Open Molecules 2025 dataset. Energies are from ωB97M-V/def2-TZVPD.

Summary:
LUMO (alpha / beta)   -6.38 / -6.73 eV
<S²>   1.14
Gap between HOMO and LUMO (alpha / beta)   0.2403 / 0.2323 Eh
Net charge   +2
Spin multiplicity   2
E_HOMO (alpha / beta)   -12.9 / -13.1 eV

```
102
Properties=species:S:1:pos:R:3:lowdin_charge:R:1
Re 0.17 -0.54 -0.36 1.31
C -1.34 -3.52 -2.12 -0.07
C -0.22 -2.90 -2.68 -0.05
C -0.30 -1.50 -2.45 -0.28
C -1.49 -1.24 -1.70 -0.33
C -2.12 -2.54 -1.54 -0.06
H -1.54 -4.58 -2.13 0.12
H 0.56 -3.40 -3.23 0.12
H 0.19 -0.75 -3.05 0.08
H -2.15 -0.41 -1.91 0.07
H -3.06 -2.69 -1.04 0.10
C -3.42 -0.99 1.07 -0.17
Si -2.09 -2.08 1.86 0.44
C -2.33 -3.86 1.33 -0.16
C -2.58 -2.12 3.68 -0.17
C -0.28 -1.37 1.59 -0.54
Si 0.88 -2.85 2.11 0.45
C 1.11 -4.01 0.65 -0.16
C 2.59 -2.39 2.79 -0.17
C 0.23 -3.80 3.60 -0.17
Si -0.12 0.02 2.86 0.45
C -1.57 1.22 2.82 -0.16
C 0.29 -0.37 4.64 -0.15
C 1.27 1.06 2.13 -0.29
C 2.08 1.96 2.81 -0.03
C 2.97 2.76 2.11 -0.01
C 3.03 2.65 0.73 -0.02
C 2.20 1.73 0.11 -0.18
N 1.35 0.95 0.78 -0.16
H -4.23 -1.60 0.67 0.05
H -3.06 -0.36 0.27 -0.01
H -3.86 -0.34 1.83 0.04
H -3.39 -4.07 1.44 0.06
H -1.80 -4.57 1.96 0.02
H -2.04 -4.09 0.31 0.00
H -3.65 -2.35 3.69 0.06
H -2.47 -1.19 4.22 0.02
H -2.09 -2.90 4.25 0.03
H 0.83 -3.54 -0.30 -0.01
H 0.51 -4.91 0.75 0.04
H 2.16 -4.32 0.57 0.04
H 3.40 -2.60 2.09 0.02
H 2.75 -3.03 3.66 0.05
H 2.70 -1.37 3.15 0.02
H -0.75 -4.25 3.54 0.01
H 0.28 -3.19 4.49 0.04
H 0.95 -4.61 3.74 0.06
H -2.46 0.87 3.32 0.04
H -1.84 1.44 1.78 -0.01
H -1.26 2.15 3.30 0.05
H -0.46 -1.01 5.09 0.03
H 0.29 0.56 5.21 0.05
H 1.26 -0.84 4.76 0.03
H 2.01 2.02 3.88 0.12
H 3.60 3.47 2.63 0.13
H 3.70 3.25 0.14 0.13
H 2.24 1.60 -0.96 0.10
N 6.23 -1.65 -1.69 0.19
C 4.94 -1.50 -1.41 -0.28
C 3.93 -1.64 -2.39 0.03
C 2.62 -1.49 -2.06 -0.10
N 2.17 -1.17 -0.81 -0.08
C 3.15 -1.03 0.12 -0.15
C 4.49 -1.19 -0.11 0.03
H 6.54 -1.90 -2.62 0.13
H 6.93 -1.59 -0.98 0.13
H 4.19 -1.91 -3.41 0.13
H 1.88 -1.66 -2.81 0.08
H 2.83 -0.80 1.12 0.07
H 5.18 -1.09 0.71 0.13
C 0.93 5.91 0.22 -0.05
C 0.21 5.14 1.13 -0.06
C -0.30 3.91 0.74 -0.10
C -0.10 3.46 -0.56 -0.36
C 0.60 4.24 -1.47 -0.09
C 1.11 5.47 -1.08 -0.05
As -0.83 1.76 -1.13 1.36
C -0.53 1.70 -3.03 -0.33
C 0.67 1.57 -3.71 -0.13
C 0.66 1.47 -5.10 -0.06
C -0.56 1.49 -5.78 -0.04
C -1.75 1.63 -5.09 0.01
C -1.75 1.74 -3.70 -0.18
C -2.94 1.95 -2.85 -0.19
C -4.25 2.11 -3.30 0.00
C -5.26 2.37 -2.39 -0.04
C -5.00 2.46 -1.03 -0.05
C -3.70 2.28 -0.56 -0.08
C -2.70 2.02 -1.47 -0.31
H 1.32 6.87 0.53 0.12
H 0.05 5.50 2.13 0.12
H -0.86 3.33 1.46 0.07
H 0.74 3.91 -2.49 0.10
H 1.65 6.08 -1.79 0.12
H 1.63 1.56 -3.19 0.10
H 1.58 1.39 -5.65 0.11
H -0.57 1.41 -6.85 0.12
H -2.68 1.66 -5.64 0.12
H -4.47 2.07 -4.36 0.12
H -6.27 2.51 -2.75 0.12
H -5.80 2.68 -0.34 0.12
H -3.50 2.35 0.50 0.10
```


Arrangement b

Here is C42H52AsN3ReSi3 as an isolated structure from the Open Molecules 2025 dataset. Energies are from ωB97M-V/def2-TZVPD.

Summary:
LUMO (alpha / beta)   -6.35 / -6.70 eV
<S²>   0.99
Gap between HOMO and LUMO (alpha / beta)   0.2403 / 0.2336 Eh
Net charge   +2
Spin multiplicity   2
E_HOMO (alpha / beta)   -12.9 / -13.1 eV

```
102
Properties=species:S:1:pos:R:3:lowdin_charge:R:1
Re 0.20 -0.54 -0.37 1.30
C -1.28 -3.54 -2.04 -0.07
C -0.18 -2.90 -2.61 -0.05
C -0.30 -1.49 -2.41 -0.30
C -1.50 -1.26 -1.67 -0.34
C -2.08 -2.57 -1.47 -0.06
H -1.44 -4.61 -2.02 0.12
H 0.61 -3.40 -3.15 0.12
H 0.17 -0.75 -3.04 0.08
H -2.18 -0.44 -1.87 0.07
H -3.01 -2.74 -0.95 0.10
C -3.34 -0.99 0.81 -0.18
Si -2.09 -2.03 1.77 0.44
C -2.30 -3.85 1.34 -0.17
C -2.73 -1.93 3.54 -0.16
C -0.27 -1.35 1.57 -0.55
Si 0.87 -2.82 2.14 0.46
C 1.10 -4.05 0.74 -0.16
C 2.58 -2.33 2.82 -0.17
C 0.22 -3.72 3.66 -0.17
Si -0.13 0.04 2.84 0.45
C -1.60 1.21 2.80 -0.16
C 0.27 -0.35 4.62 -0.15
C 1.28 1.07 2.12 -0.29
C 2.09 1.97 2.81 -0.03
C 3.01 2.75 2.12 -0.02
C 3.09 2.62 0.75 -0.02
C 2.27 1.71 0.12 -0.18
N 1.39 0.94 0.78 -0.16
H -4.13 -1.62 0.40 0.05
H -2.93 -0.41 -0.02 -0.02
H -3.82 -0.28 1.49 0.04
H -3.37 -4.04 1.37 0.06
H -1.84 -4.51 2.08 0.02
H -1.93 -4.16 0.37 0.01
H -3.79 -2.17 3.47 0.06
H -2.67 -0.95 4.02 0.01
H -2.29 -2.66 4.22 0.03
H 0.84 -3.63 -0.24 0.00
H 0.49 -4.94 0.88 0.04
H 2.14 -4.38 0.68 0.04
H 3.40 -2.59 2.14 0.02
H 2.73 -2.92 3.72 0.05
H 2.71 -1.29 3.12 0.02
H -0.76 -4.18 3.61 0.01
H 0.26 -3.08 4.54 0.03
H 0.94 -4.53 3.82 0.06
H -2.49 0.83 3.30 0.03
H -1.89 1.42 1.76 -0.01
H -1.32 2.14 3.29 0.05
H -0.48 -0.99 5.08 0.03
H 0.26 0.59 5.19 0.05
H 1.24 -0.81 4.76 0.03
H 2.00 2.04 3.88 0.12
H 3.64 3.45 2.65 0.13
H 3.78 3.21 0.16 0.13
H 2.32 1.56 -0.95 0.10
N 6.25 -1.74 -1.75 0.19
C 4.96 -1.55 -1.47 -0.28
C 3.96 -1.65 -2.45 0.02
C 2.65 -1.46 -2.12 -0.10
N 2.20 -1.14 -0.87 -0.08
C 3.19 -1.05 0.06 -0.15
C 4.51 -1.24 -0.17 0.03
H 6.55 -1.99 -2.68 0.13
H 6.96 -1.71 -1.03 0.13
H 4.21 -1.90 -3.47 0.13
H 1.92 -1.58 -2.89 0.08
H 2.87 -0.81 1.05 0.07
H 5.21 -1.17 0.66 0.13
C 0.94 5.85 0.31 -0.05
C 0.24 5.05 1.20 -0.06
C -0.28 3.83 0.78 -0.10
C -0.10 3.42 -0.54 -0.35
C 0.58 4.24 -1.44 -0.09
C 1.10 5.45 -1.01 -0.05
As -0.81 1.73 -1.14 1.36
C -0.55 1.72 -3.05 -0.33
C 0.64 1.63 -3.76 -0.12
C 0.59 1.57 -5.14 -0.06
C -0.64 1.59 -5.80 -0.04
C -1.82 1.69 -5.08 0.01
C -1.78 1.76 -3.69 -0.18
C -2.96 1.92 -2.81 -0.19
C -4.28 2.08 -3.23 0.00
C -5.28 2.28 -2.29 -0.04
C -4.99 2.33 -0.93 -0.05
C -3.68 2.16 -0.49 -0.09
C -2.69 1.95 -1.43 -0.31
H 1.34 6.80 0.64 0.12
H 0.09 5.38 2.22 0.12
H -0.83 3.22 1.48 0.07
H 0.70 3.94 -2.47 0.10
H 1.63 6.08 -1.71 0.12
H 1.60 1.61 -3.26 0.10
H 1.51 1.52 -5.72 0.11
H -0.67 1.54 -6.88 0.12
H -2.76 1.72 -5.61 0.12
H -4.53 2.06 -4.28 0.12
H -6.30 2.41 -2.62 0.12
H -5.78 2.50 -0.21 0.12
H -3.46 2.20 0.57 0.10
```


Which structure loses on stability? arrangement a does.